{"formula": "C50H41N8O3V", "method": "ωB97M-V/def2-TZVPD", "symbols": ["V", "C", "O", "C", "N", "C", "C", "C", "C", "C", "C", "C", "C", "C", "C", "C", "C", "N", "C", "N", "C", "C", "O", "C", "C", "C", "C", "C", "C", "H", "H", "H", "H", "H", "H", "H", "H", "H", "H", "H", "H", "H", "H", "H", "H", "H", "H", "H", "N", "C", "C", "C", "C", "C", "C", "C", "C", "C", "C", "C", "C", "N", "C", "C", "C", "C", "N", "H", "H", "H", "H", "H", "H", "H", "H", "H", "H", "C", "N", "N", "C", "O", "C", "C", "C", "C", "C", "C", "C", "C", "C", "H", "H", "H", "H", "H", "H", "H", "H", "H", "H", "H", "H"], "coordinates": [[-1.614, 0.370, -0.775], [0.040, -2.124, 2.986], [-0.548, -0.783, 3.295], [-1.230, -0.378, 2.229], [-1.235, -1.176, 1.163], [-0.223, -2.290, 1.512], [-0.667, -3.644, 0.940], [0.244, -4.340, 0.130], [-0.138, -5.379, -0.692], [-1.412, -5.906, -0.554], [-2.314, -5.309, 0.299], [-1.935, -4.268, 1.113], [-1.811, 0.902, 2.186], [-1.878, 1.759, 3.237], [-2.318, 3.091, 3.051], [-2.680, 3.510, 1.744], [-2.591, 2.610, 0.715], [-2.237, 1.296, 0.891], [-2.674, 3.034, -0.642], [-2.337, 2.225, -1.632], [-2.040, 3.042, -2.857], [-2.279, 4.509, -2.425], [-2.787, 4.321, -0.957], [-2.676, 2.625, -4.164], [-2.206, 3.370, -5.297], [-2.617, 3.024, -6.568], [-3.602, 1.976, -6.737], [-4.137, 1.367, -5.614], [-3.642, 1.636, -4.292], [1.081, -2.018, 3.272], [-0.473, -2.817, 3.720], [0.641, -2.028, 0.918], [1.282, -3.986, 0.193], [0.603, -5.858, -1.417], [-1.655, -6.855, -1.047], [-3.360, -5.639, 0.348], [-2.647, -3.911, 1.828], [-1.579, 1.458, 4.285], [-2.225, 3.766, 3.871], [-3.005, 4.535, 1.466], [-0.943, 3.030, -2.950], [-1.322, 5.065, -2.298], [-2.989, 5.102, -2.997], [-1.390, 4.054, -5.153], [-2.126, 3.415, -7.420], [-3.829, 1.664, -7.737], [-4.955, 0.637, -5.636], [-3.984, 1.106, -3.452], [3.328, -4.834, -8.323], [2.556, -4.296, -7.632], [1.754, -3.543, -6.801], [2.227, -2.274, -6.351], [1.503, -1.521, -5.416], [0.414, -2.128, -4.688], [-0.011, -3.407, -5.130], [0.534, -4.009, -6.286], [-0.228, -1.350, -3.572], [0.579, -0.667, -2.623], [2.044, -0.533, -2.684], [2.420, 0.364, -1.690], [1.268, 0.729, -1.049], [0.158, 0.207, -1.594], [-1.636, -1.508, -3.227], [-2.645, -2.071, -3.986], [-3.886, -2.008, -3.184], [-3.514, -1.308, -2.065], [-2.144, -0.999, -2.028], [3.150, -1.829, -6.719], [1.858, -0.534, -5.072], [-0.737, -3.899, -4.490], [0.033, -4.865, -6.752], [2.657, -1.174, -3.324], [3.411, 0.714, -1.391], [1.193, 1.482, -0.223], [-2.517, -2.389, -5.040], [-4.903, -2.351, -3.339], [-4.245, -1.019, -1.256], [4.230, 2.453, 7.437], [3.234, 2.765, 6.433], [2.975, 1.936, 5.373], [1.965, 2.571, 4.593], [1.604, 2.141, 3.502], [1.805, 3.903, 5.136], [2.570, 3.990, 6.309], [2.713, 5.049, 7.352], [3.196, 0.541, 5.318], [2.921, -0.360, 6.357], [3.333, -1.729, 6.228], [4.009, -2.173, 5.061], [4.193, -1.267, 4.015], [3.782, 0.054, 4.149], [3.714, 2.104, 8.342], [4.809, 3.336, 7.675], [4.891, 1.593, 7.148], [1.117, 4.673, 4.808], [2.892, 6.021, 6.870], [3.571, 4.903, 8.005], [1.822, 5.127, 7.944], [2.488, 0.010, 7.299], [3.141, -2.455, 7.075], [4.375, -3.215, 5.009], [4.619, -1.631, 3.062], [3.832, 0.890, 3.356]], "atomic_forces_ev_per_a": [[-0.240, -1.814, -0.937], [-1.068, 0.427, 1.837], [-0.503, 0.372, -0.426], [1.780, -4.797, -1.650], [0.927, 1.615, 1.649], [-1.483, -0.333, -1.354], [-0.527, -1.294, 0.341], [0.443, 1.640, 0.204], [1.171, -1.383, -0.592], [0.153, -0.706, -0.746], [-0.809, -0.447, 0.392], [1.055, 1.593, -0.405], [-2.040, 2.439, -2.746], [-0.056, 1.316, 2.260], [0.289, -0.954, -1.821], [-0.117, 0.875, 1.242], [-0.053, -1.990, 2.054], [0.628, 1.663, 3.003], [1.017, 0.879, -4.727], [0.048, 0.339, 1.282], [0.569, 0.058, 0.449], [0.135, -0.353, 1.944], [0.141, -0.312, -0.533], [0.036, 0.592, -0.385], [-0.509, -1.597, 0.455], [-1.211, -1.887, 0.935], [1.232, 1.257, 1.096], [0.001, -0.303, 1.301], [0.769, 1.544, -2.462], [0.123, -0.183, -0.151], [0.512, 0.507, -1.224], [0.471, 0.155, 0.050], [-0.330, -0.125, -0.615], [-1.050, 0.666, 1.308], [-0.122, 0.687, -0.147], [0.629, -0.210, 0.148], [-0.349, 0.525, 0.233], [-0.143, 0.164, -1.596], [-0.356, 0.447, 0.369], [0.429, -0.757, 0.608], [-0.232, -0.664, -0.263], [-0.857, -0.334, -0.073], [-0.264, -0.245, 0.265], [0.146, 0.432, -0.035], [0.180, 0.570, -0.710], [-0.438, -0.060, -0.237], [0.481, 0.196, -0.511], [-0.530, -0.651, 0.884], [-1.536, 0.838, 1.331], [2.674, -1.885, -3.035], [-1.489, 2.364, 2.202], [-0.672, 0.362, 0.481], [-0.248, -0.976, 0.755], [0.701, 0.756, -1.088], [0.089, 0.965, -0.067], [-0.068, -0.075, 0.773], [-0.197, -1.062, 1.777], [1.773, 0.799, -1.182], [-1.169, -0.689, 0.415], [1.311, -0.737, -0.629], [-1.361, 1.770, 1.083], [0.298, -0.756, -0.390], [1.047, 0.492, -0.518], [-1.702, -0.299, 0.017], [2.063, 0.519, -0.683], [-0.257, 0.251, 1.007], [-1.672, -0.147, -0.439], [-0.171, -0.376, -0.202], [-0.315, -0.583, -0.753], [-0.238, -0.177, -0.560], [0.475, 0.061, 0.542], [-0.095, 0.589, 0.471], [-0.392, -0.338, -0.318], [0.027, -0.882, -0.675], [-0.240, 0.045, 1.046], [0.388, -0.038, -0.428], [1.208, -0.262, -0.703], [-0.027, -1.407, 0.411], [0.072, 1.603, 1.122], [-1.959, 0.959, -0.582], [1.712, 1.552, -0.728], [-1.078, -0.895, -0.311], [0.295, -0.210, 1.894], [0.094, -2.705, -1.298], [0.804, 0.500, -0.850], [0.655, -1.292, 0.615], [0.582, -0.775, 0.167], [-0.060, 0.277, 0.258], [-0.663, 0.258, 1.088], [-0.149, -0.273, -0.646], [-0.180, 1.882, -1.264], [0.227, 0.189, 0.026], [0.254, -0.056, -0.089], [-0.558, 1.063, -0.153], [0.202, -0.288, -0.182], [-0.246, -0.261, 0.061], [-0.167, -0.187, 0.026], [-0.485, -0.012, 0.349], [0.106, -0.347, -0.528], [0.278, 1.072, -1.117], [-0.307, 0.757, -0.074], [-0.100, 0.408, 0.668], [0.381, -1.898, 0.948]], "e_tot_ha": -3537.1137, "charge": 2, "spin_multiplicity": 3, "gap_ha": [0.158, 0.161], "homo_energy_ev": [-11.55, -11.55], "s_squared": 2.016, "e_lumo_ev": [-7.24, -7.18]}